# 1
74
Properties=species:S:1:pos:R:3 method="wB97M-V/def2-TZVPD" homo_ha="-0.282 / -0.282" e_above_lowest_ev=0.630 mol_weight_g_mol=965.46 multiplicity=1 total_energy_ev=-170072.5349 homo_lumo_gap_ev="6.515 / 6.515"
W -0.62 -0.35 -0.59
O -4.03 1.60 -0.35
C -2.89 1.72 0.01
O -2.12 0.72 0.43
C -2.21 3.05 0.14
C -2.94 4.21 -0.06
C -2.32 5.44 0.04
C -0.97 5.51 0.34
C -0.23 4.35 0.54
C -0.85 3.10 0.45
P 0.13 1.58 0.79
C -0.11 1.29 2.58
C -1.27 1.74 3.22
C -1.50 1.46 4.56
C -0.57 0.71 5.28
C 0.59 0.27 4.67
C 0.82 0.56 3.33
C 1.84 2.19 0.63
C 2.64 2.57 1.71
C 3.93 3.03 1.50
C 4.43 3.14 0.21
C 3.63 2.80 -0.87
C 2.34 2.33 -0.66
H -3.99 4.11 -0.31
H -2.89 6.35 -0.11
H -0.47 6.47 0.42
H 0.83 4.42 0.76
H -1.99 2.33 2.68
H -2.40 1.82 5.04
H -0.76 0.48 6.33
H 1.32 -0.29 5.22
H 1.73 0.20 2.86
H 2.25 2.52 2.72
H 4.54 3.32 2.34
H 5.44 3.49 0.05
H 4.01 2.90 -1.89
H 1.71 2.10 -1.51
C -1.99 -2.81 1.81
O -2.16 -1.79 0.83
C -3.49 -1.77 0.30
C -3.41 -2.22 -1.11
O -2.54 -1.33 -1.81
C -2.97 -1.11 -3.15
H -2.69 -2.63 2.63
H -0.98 -2.76 2.18
H -2.17 -3.80 1.38
H -3.85 -0.75 0.34
H -4.15 -2.41 0.89
H -4.41 -2.18 -1.55
H -3.02 -3.24 -1.20
H -3.91 -0.56 -3.14
H -3.10 -2.08 -3.65
H -2.21 -0.54 -3.67
F 3.38 -6.11 -1.78
C 2.79 -5.09 -1.16
C 1.42 -4.93 -1.23
F 0.69 -5.81 -1.91
C 0.83 -3.87 -0.58
F -0.50 -3.78 -0.68
C 1.56 -2.94 0.15
S 0.85 -1.54 0.97
C 2.93 -3.13 0.20
F 3.71 -2.28 0.86
C 3.55 -4.19 -0.44
F 4.87 -4.35 -0.37
Br -1.02 1.37 -2.41
C 2.45 -2.07 -5.32
O 2.37 -1.37 -4.07
C 1.26 -1.48 -3.33
S -0.07 -2.36 -3.75
S 1.52 -0.65 -1.84
H 3.51 -2.18 -5.52
H 1.98 -1.46 -6.10
H 1.95 -3.03 -5.27

# 2
62
Properties=species:S:1:pos:R:3 method="wB97M-V/def2-TZVPD" smiles="Cc1c([C@@H](c2ccccc2)[C@H](C#N)P(=O)(c2ccccc2)c2ccccc2)c2ccccc2n1C" homo_ha=-0.276 e_above_lowest_ev=0.000 mol_weight_g_mol=474.54 multiplicity=1 total_energy_ev=-46902.6867 homo_lumo_gap_ev=8.127
C 4.84 -3.36 1.86
C 3.68 -3.15 2.63
C 2.57 -2.55 2.04
C 2.60 -2.16 0.70
P 1.13 -1.43 -0.07
C -0.20 -2.43 0.65
C -0.97 -2.09 1.78
C -1.79 -3.05 2.37
C -1.82 -4.35 1.87
C -1.07 -4.69 0.73
C -0.30 -3.72 0.10
C 0.86 0.29 0.67
C 1.94 0.52 1.64
N 2.76 0.70 2.45
O 1.16 -1.43 -1.56
C 3.75 -2.40 -0.08
C 4.86 -3.00 0.51
H 5.71 -3.81 2.33
H 3.64 -3.43 3.68
H 1.67 -2.38 2.63
H -0.93 -1.10 2.24
H -2.37 -2.76 3.24
H -2.43 -5.11 2.36
H -1.08 -5.70 0.33
H 0.27 -3.96 -0.80
H -0.07 0.17 1.22
H 3.76 -2.11 -1.13
H 5.76 -3.19 -0.09
C 0.65 1.54 -3.54
C -0.48 1.22 -2.64
N -1.75 1.03 -3.11
C -2.15 1.19 -4.49
C -2.62 0.79 -2.05
C -1.85 0.84 -0.84
C -2.52 0.81 0.38
C -3.92 0.77 0.38
C -4.65 0.82 -0.82
C -4.01 0.80 -2.06
C -0.50 1.14 -1.24
C 0.65 1.42 -0.31
C 0.50 2.79 0.42
C -0.67 3.55 0.37
C -0.80 4.69 1.18
C 0.28 5.15 1.94
C 1.49 4.45 1.91
C 1.61 3.31 1.11
H 1.56 1.63 -2.95
H 0.80 0.74 -4.28
H 0.48 2.48 -4.07
H -3.22 0.95 -4.57
H -1.99 2.22 -4.84
H -1.59 0.51 -5.14
H -1.95 0.84 1.32
H -4.44 0.74 1.34
H -5.74 0.85 -0.78
H -4.55 0.78 -3.00
H 1.55 1.49 -0.94
H -1.49 3.27 -0.29
H -1.75 5.22 1.20
H 0.19 6.06 2.53
H 2.35 4.77 2.50
H 2.58 2.82 1.04

# 3
67
Properties=species:S:1:pos:R:3 method="wB97M-V/def2-TZVPD" homo_ha="-0.335 / -0.345" e_above_lowest_ev=0.076 mol_weight_g_mol=703.42 multiplicity=3 charge=+1 total_energy_ev=-48556.7330 homo_lumo_gap_ev="6.228 / 5.974"
W 0.14 -0.23 -0.01
C 0.84 -0.37 4.37
C 1.20 -0.20 2.93
O 0.28 -0.40 2.11
C 2.55 0.15 2.53
C 3.56 0.20 3.51
C 4.87 0.45 3.19
C 5.20 0.67 1.84
C 4.24 0.62 0.86
C 2.90 0.37 1.18
O 2.03 0.39 0.18
H -0.23 -0.51 4.46
H 1.14 0.49 4.96
H 1.34 -1.25 4.79
H 3.31 0.03 4.55
H 5.63 0.49 3.95
H 6.23 0.87 1.57
H 4.48 0.79 -0.18
C -5.56 -7.33 -10.33
O -5.75 -7.51 -8.94
C -5.09 -6.68 -8.10
C -4.24 -5.67 -8.52
C -3.62 -4.88 -7.56
C -3.83 -5.08 -6.21
C -4.69 -6.11 -5.80
C -5.31 -6.90 -6.74
C -3.18 -4.26 -5.17
N -3.35 -4.40 -3.88
C -2.55 -3.44 -3.31
C -1.91 -2.70 -4.26
N -2.30 -3.25 -5.46
C -0.99 -1.64 -3.96
C -0.24 -0.89 -4.86
C 0.64 0.06 -4.39
C 0.77 0.25 -3.02
N 0.06 -0.45 -2.13
C -0.82 -1.38 -2.59
C -1.54 -2.10 -1.58
N -1.31 -1.72 -0.29
C -1.95 -2.39 0.69
C -2.80 -3.45 0.42
C -3.03 -3.85 -0.88
C -2.39 -3.16 -1.91
H -6.17 -8.08 -10.82
H -4.51 -7.47 -10.61
H -5.89 -6.34 -10.65
H -4.06 -5.48 -9.56
H -2.96 -4.09 -7.91
H -4.85 -6.27 -4.75
H -5.98 -7.69 -6.44
H -2.02 -2.96 -6.38
H -0.33 -1.06 -5.93
H 1.24 0.65 -5.06
H 1.46 0.98 -2.61
H -1.75 -2.05 1.69
H -3.29 -3.95 1.25
H -3.69 -4.67 -1.12
C -3.51 1.98 0.01
O -2.50 0.99 -0.22
C -1.19 1.23 0.07
C -0.80 2.63 0.50
H -3.49 2.34 1.04
H -4.45 1.47 -0.17
H -3.42 2.82 -0.68
H -1.60 3.36 0.38
H 0.06 2.98 -0.08
H -0.50 2.63 1.55

# 4
76
Properties=species:S:1:pos:R:3 method="wB97M-V/def2-TZVPD" homo_ha=-0.063 e_above_lowest_ev=0.000 mol_weight_g_mol=781.35 multiplicity=1 charge=-2 total_energy_ev=-83395.1354 homo_lumo_gap_ev=5.803
Pd 0.86 -1.53 -0.61
O 5.10 -5.84 0.68
C 5.73 -4.76 0.91
O 6.89 -4.66 1.29
C 4.93 -3.49 0.71
C 5.34 -2.21 1.00
Cl 6.76 -1.67 1.78
N 4.34 -1.35 0.67
N 3.29 -2.02 0.17
C 3.62 -3.29 0.19
C 2.58 -4.26 -0.30
O 2.87 -5.52 -0.23
O 1.52 -3.83 -0.74
C 4.27 0.07 0.76
C 5.35 0.86 0.37
C 5.23 2.24 0.44
C 4.05 2.83 0.87
C 2.97 2.03 1.23
C 3.09 0.65 1.19
H 3.86 -5.68 0.18
H 6.25 0.41 0.00
H 6.07 2.86 0.13
H 3.96 3.91 0.90
H 2.03 2.47 1.51
H 2.24 0.02 1.43
C -2.20 2.65 2.75
C -0.79 2.29 2.28
C -0.80 1.28 1.13
N -1.28 1.91 -0.09
C -0.93 1.33 -1.38
S 0.74 0.63 -1.50
N -0.95 2.39 -2.43
C -1.56 3.58 -2.60
O -1.53 4.17 -3.68
C -2.24 4.28 -1.46
C -1.50 4.85 -0.43
C -2.13 5.62 0.54
C -3.51 5.80 0.50
C -4.25 5.23 -0.52
C -3.62 4.48 -1.51
H -2.18 3.34 3.60
H -2.74 1.75 3.05
H -2.77 3.13 1.95
H -0.23 1.86 3.12
H -0.26 3.19 1.95
H -1.42 0.42 1.42
H 0.20 0.90 0.94
H -2.29 1.97 -0.05
H -0.43 2.11 -3.25
H -0.44 4.66 -0.38
H -1.55 6.06 1.34
H -4.00 6.39 1.27
H -5.32 5.37 -0.56
H -4.19 4.07 -2.33
O -1.36 -2.78 0.42
B -1.15 -1.98 -0.81
O -1.26 -2.95 -1.93
C -1.45 -4.16 -1.37
C -1.59 -5.37 -2.00
C -1.79 -6.51 -1.20
C -1.84 -6.41 0.18
C -1.71 -5.17 0.82
C -1.52 -4.06 0.03
H -1.52 -5.44 -3.08
H -1.88 -7.48 -1.67
H -1.98 -7.30 0.78
H -1.74 -5.08 1.90
N -3.35 0.78 -1.91
C -4.03 0.28 -0.75
C -3.28 -0.69 -0.21
N -2.07 -0.81 -0.87
C -1.97 0.26 -1.84
H -3.39 1.78 -2.02
H -5.02 0.60 -0.50
H -3.52 -1.35 0.61
H -1.64 -0.12 -2.82

# 5
75
Properties=species:S:1:pos:R:3 method="wB97M-V/def2-TZVPD" homo_ha="-0.296 / -0.292" e_above_lowest_ev=0.000 mol_weight_g_mol=884.68 multiplicity=2 total_energy_ev=-224401.3019 homo_lumo_gap_ev="7.933 / 7.598"
Mn -1.52 0.46 0.27
F -1.59 6.37 3.57
C -1.24 5.46 2.68
C 0.05 5.42 2.18
F 0.94 6.31 2.59
C 0.40 4.46 1.24
F 1.65 4.51 0.78
C -0.50 3.50 0.80
P -0.09 2.13 -0.38
C 1.71 1.90 -0.31
C 2.59 2.59 -1.15
C 3.95 2.36 -1.10
C 4.46 1.43 -0.19
C 3.60 0.75 0.66
C 2.23 0.98 0.59
C -0.42 2.92 -1.99
C -1.17 4.09 -2.08
C -1.52 4.61 -3.32
C -1.12 3.96 -4.48
C -0.37 2.80 -4.39
C -0.02 2.28 -3.16
C -1.79 3.57 1.31
Br -3.14 2.38 0.72
C -2.17 4.53 2.23
F -3.41 4.59 2.70
H 2.20 3.32 -1.85
H 4.61 2.90 -1.75
H 5.53 1.25 -0.15
H 3.99 0.03 1.36
H 1.57 0.43 1.25
H -1.49 4.61 -1.18
H -2.10 5.52 -3.38
H -1.39 4.36 -5.44
H -0.07 2.28 -5.29
H 0.56 1.37 -3.11
S -1.37 -0.90 -4.44
C -1.33 -0.71 -2.80
S 0.26 -1.20 -2.16
S -2.56 -0.15 -1.79
F -1.19 -0.99 6.00
C -1.14 -0.49 4.75
C -0.19 0.48 4.46
C -0.12 0.99 3.17
C -0.99 0.56 2.17
C -1.95 -0.39 2.53
C -2.04 -0.95 3.80
H 0.47 0.81 5.25
H 0.64 1.74 2.96
H -2.68 -0.74 1.78
H -2.76 -1.71 4.06
C 1.97 -3.21 2.43
C 1.38 -3.95 1.25
C 1.70 -5.43 1.23
O -0.07 -3.80 1.35
P -0.96 -3.27 0.15
S -2.82 -3.23 0.58
S -0.03 -1.31 -0.12
O -0.42 -4.12 -1.06
C -0.84 -4.32 -2.46
C -0.21 -5.63 -2.86
C -2.35 -4.30 -2.63
H 3.06 -3.29 2.41
H 1.60 -3.63 3.36
H 1.70 -2.15 2.39
H 1.71 -3.48 0.31
H 1.31 -5.90 2.13
H 2.78 -5.57 1.19
H 1.25 -5.90 0.36
H -0.40 -3.50 -3.02
H -0.65 -6.45 -2.29
H 0.86 -5.61 -2.69
H -0.39 -5.81 -3.92
H -2.82 -5.04 -1.99
H -2.56 -4.54 -3.67
H -2.77 -3.32 -2.41

# 6
69
Properties=species:S:1:pos:R:3 method="wB97M-V/def2-TZVPD" homo_ha=-0.102 mol_weight_g_mol=612.15 multiplicity=1 charge=-1 total_energy_ev=-81125.7296 homo_lumo_gap_ev=4.686
C 0.14 -3.37 -4.25
C -0.37 -2.53 -3.11
O 0.40 -2.82 -1.92
C -0.18 -2.19 -0.85
C 0.67 -2.13 0.31
C 0.37 -1.35 1.43
C -0.91 -0.74 1.62
C -1.19 0.03 2.74
Cl -2.73 0.76 2.90
C -0.22 0.23 3.74
C 1.06 -0.33 3.56
C 1.35 -1.10 2.45
O -1.32 -1.71 -0.96
H -0.30 -2.97 -5.16
H 1.23 -3.35 -4.34
H -0.21 -4.41 -4.14
H -0.26 -1.46 -3.35
H -1.43 -2.75 -2.95
H 1.61 -2.65 0.25
H -1.67 -0.88 0.87
H -0.47 0.81 4.62
H 1.83 -0.15 4.32
H 2.35 -1.52 2.30
C 2.68 -5.20 6.49
O 1.64 -6.19 6.67
C 0.74 -6.33 5.67
C -0.20 -7.38 5.78
C -1.12 -7.58 4.78
C -1.13 -6.77 3.62
C -2.08 -7.01 2.57
C -1.76 -7.20 1.27
S -3.09 -7.53 0.12
C -4.12 -6.08 0.28
C -5.25 -6.12 1.09
C -6.05 -4.97 1.21
C -5.69 -3.80 0.53
C -4.53 -3.76 -0.25
C -3.74 -4.91 -0.38
O -2.59 -7.48 -1.23
O -3.83 -8.67 0.60
S -0.02 -7.21 0.80
C 0.04 -8.19 -0.69
C 0.41 -7.60 -1.90
C 0.44 -8.38 -3.05
C 0.11 -9.74 -2.98
C -0.23 -10.33 -1.75
C -0.25 -9.55 -0.60
O 0.32 -5.85 0.42
O 0.75 -7.93 1.77
C -0.20 -5.71 3.53
C 0.72 -5.48 4.53
H 3.29 -5.32 7.38
H 3.27 -5.39 5.57
H 2.26 -4.18 6.44
H -0.16 -8.03 6.65
H -1.85 -8.39 4.83
H -3.13 -7.11 2.85
H -5.51 -7.03 1.62
H -6.93 -5.01 1.84
H -6.32 -2.92 0.61
H -4.23 -2.85 -0.77
H -2.84 -4.89 -0.98
H 0.64 -6.54 -1.92
H 0.70 -7.91 -4.00
H 0.13 -10.36 -3.88
H -0.49 -11.39 -1.67
H -0.50 -9.97 0.37
H -0.21 -5.03 2.68
H 1.44 -4.67 4.41